i | {"formula": "C2H4N2S2", "method": "ωB97M-V with the def2-TZVPD basis set", "species": ["N", "S", "C", "C", "N", "S", "H", "H", "H", "H"], "coordinates": [[1.846, -1.307, 0.048], [0.163, -1.087, -0.054], [0.074, 0.611, -0.152], [-1.070, 1.353, -0.091], [-2.372, 0.980, 0.077], [-2.853, -0.532, 0.197], [2.137, -1.262, 1.076], [2.192, -2.256, -0.399], [1.009, 1.126, -0.447], [-1.126, 2.374, -0.254]], "nbo_charge": [-1.0387, 0.5905, -0.3701, -0.1197, -0.5270, 0.2128, 0.3859, 0.4042, 0.2545, 0.2077], "smiles": "NS/C=C\\N=S", "homo_energy_ha": -0.288, "lumo_energy_ev": -1.24}

***

ii | {"formula": "C2H4N2S2", "method": "ωB97M-V with the def2-TZVPD basis set", "species": ["C", "S", "N", "N", "C", "S", "H", "H", "H", "H"], "coordinates": [[2.029, -0.231, 0.487], [1.065, 1.326, -0.084], [-0.491, 0.543, -0.638], [-1.700, 0.404, -0.171], [-2.734, -0.226, -0.009], [-4.073, -1.000, 0.253], [2.077, -0.371, 1.523], [3.057, -0.283, 0.081], [1.346, -0.988, 0.083], [-0.576, 0.826, -1.525]], "nbo_charge": [-0.7096, 0.3334, -0.5445, -0.2924, 0.2028, -0.0334, 0.2127, 0.2279, 0.2390, 0.3641], "smiles": "CSNN=C=S", "homo_energy_ha": -0.306, "lumo_energy_ev": 0.40}

***

Of all the structures shown, which is most stable? i, and ii is the least stable.